Computed, not measured: a molecular structure, C53H83BCaN6OPTe, with ωB97M-V/def2-TZVPD.

Values from the calculation:
HOMO energy, eV: -3.6
E, eV: -103000.313
Total charge: -1
Energy relative to the best compared isomer or geometry (same formula, charge and spin), eV: 0.175
Multiplicity: 1
Kohn-Sham gap, eV: 5.69

Last column: Löwdin charge in e.
Geometry (Å):
Ca -0.264205 0.382300 -0.334074  1.005
C 5.786877 0.034805 2.030726  -0.127
N 4.488020 0.558189 1.657830  -0.267
C 3.765796 1.176510 2.777575  -0.094
P 4.014298 1.186312 0.195366  0.535
O 2.590269 0.879527 -0.103190  -0.304
N 4.275788 2.826487 0.245758  -0.287
C 3.177159 3.774022 0.234731  -0.098
C 5.513641 3.357451 0.786118  -0.112
N 5.046051 0.578911 -0.979501  -0.281
C 4.528520 0.832075 -2.331945  -0.119
C 6.495437 0.718236 -0.979351  -0.134
H 5.675079 -0.499353 2.974836  0.074
H 6.546566 0.816854 2.181545  0.075
H 6.137668 -0.689594 1.299553  0.073
H 3.530813 0.410463 3.520104  0.075
H 2.825287 1.617168 2.441819  0.073
H 4.360879 1.961917 3.262229  0.082
H 2.292844 3.284581 -0.147352  0.042
H 3.422530 4.622303 -0.414402  0.087
H 2.959892 4.160323 1.238464  0.093
H 6.312642 2.617078 0.769799  0.048
H 5.388880 3.697494 1.822678  0.082
H 5.841260 4.216280 0.194953  0.085
H 3.449345 0.716743 -2.356380  0.050
H 4.971677 0.116917 -3.027939  0.084
H 4.787720 1.845228 -2.670336  0.086
H 6.914311 0.748006 0.019877  0.040
H 6.806997 1.630547 -1.503992  0.085
H 6.939434 -0.133569 -1.502227  0.087
C 0.168453 7.170442 1.522301  -0.067
C 0.029172 5.667557 1.510385  -0.297
C -0.163666 4.978241 2.705863  -0.056
C -0.278950 3.586126 2.667851  -0.294
C -0.558936 2.789713 3.919359  -0.049
C -0.165925 2.939443 1.458460  -0.112
C 0.010362 3.582524 0.193932  -0.356
C 0.105361 5.000585 0.292027  -0.019
N 0.095849 2.768003 -0.878980  -0.089
C 0.140634 3.159717 -2.287843  -0.631
C 1.153740 2.236282 -2.989738  -0.058
C 0.550379 4.596012 -2.652520  -0.067
C -1.249056 2.931787 -2.902245  -0.069
H 0.012186 7.573374 2.524318  0.064
H -0.555436 7.638201 0.850568  0.074
H 1.165624 7.471725 1.189901  0.071
H -0.255286 5.512540 3.647032  0.095
H -0.691483 3.448732 4.778609  0.068
H 0.256641 2.094976 4.143260  0.061
H -1.469744 2.198326 3.792192  0.073
H -0.260834 1.856597 1.458551  0.019
H 0.246617 5.611530 -0.584706  0.072
H 2.164764 2.454030 -2.634793  0.062
H 1.121238 2.364865 -4.077129  0.086
H 0.951289 1.181191 -2.770893  0.045
H 1.509680 4.868259 -2.205017  0.072
H -0.206649 5.319332 -2.349984  0.071
H 0.655551 4.659882 -3.739428  0.077
H -1.568205 1.895750 -2.781281  0.029
H -1.259849 3.174414 -3.972997  0.085
H -1.984123 3.550156 -2.383381  0.079
C -9.220730 0.471252 -1.718576  -0.067
C -7.801689 0.609904 -1.227740  -0.292
C -7.487408 0.512221 0.119144  -0.037
C -6.185540 0.684739 0.594546  -0.328
C -5.947956 0.563206 2.078461  -0.111
C -5.140386 0.973866 -0.302188  -0.552
Te -3.209298 1.501651 0.412141  0.802
C -5.449050 1.048705 -1.676920  -0.339
C -4.396777 1.356996 -2.713446  -0.115
C -6.760935 0.869174 -2.110570  -0.055
H -9.895243 0.218638 -0.899948  0.066
H -9.308137 -0.306457 -2.480862  0.071
H -9.571512 1.404249 -2.164248  0.073
H -8.280049 0.301322 0.831257  0.102
H -6.875821 0.314014 2.599728  0.068
H -5.542717 1.489834 2.491246  0.053
H -5.212146 -0.213567 2.289293  0.031
H -3.452815 0.882426 -2.458407  0.006
H -4.208370 2.432810 -2.766301  0.075
H -4.715469 1.012022 -3.701543  0.074
H -6.973478 0.939377 -3.173622  0.113
C -3.101103 -2.153046 2.023067  -0.063
C -3.137029 -3.299451 1.012865  -0.353
C -4.232853 -4.303842 1.387638  -0.070
C -3.309203 -2.789905 -0.409903  -0.116
C -4.573938 -2.396992 -0.830930  -0.026
C -4.792157 -1.962346 -2.125990  -0.071
C -3.738629 -1.940876 -3.021548  -0.045
C -2.448286 -2.310488 -2.644303  -0.129
C -1.369526 -2.268030 -3.719212  -0.355
C -0.633104 -3.597320 -3.920380  -0.059
C -0.369104 -1.127841 -3.526990  -0.074
C -2.233560 -2.708711 -1.317983  -0.126
N -0.912811 -3.049815 -0.863496  -0.018
B 0.085014 -2.150128 -0.242268  -0.419
N 0.978257 -3.172917 0.348678  -0.011
C 0.518135 -4.472777 0.081204  -0.094
C -0.600658 -4.398967 -0.653282  -0.112
C 2.091851 -3.056242 1.229162  -0.119
C 1.877350 -2.640988 2.551411  -0.117
C 2.957491 -2.622952 3.430609  -0.051
C 4.213679 -3.030749 3.020862  -0.099
C 4.413830 -3.440264 1.709555  -0.047
C 3.365719 -3.456308 0.795661  -0.119
C 3.579743 -3.884212 -0.644962  -0.365
C 3.622772 -2.653286 -1.547085  -0.049
C 4.828614 -4.736149 -0.856286  -0.086
C 0.497975 -2.266119 3.059202  -0.371
C 0.420907 -0.788562 3.447676  -0.061
C 0.071839 -3.162543 4.225625  -0.058
H -2.961937 -2.539795 3.038723  0.078
H -4.032962 -1.584179 1.992427  0.045
H -2.299681 -1.451473 1.796773  0.032
H -2.190134 -3.823747 1.079504  0.110
H -5.192301 -3.805017 1.561597  0.072
H -3.959579 -4.825974 2.308947  0.074
H -4.376467 -5.050045 0.600528  0.081
H -5.404264 -2.413225 -0.131267  0.115
H -5.774949 -1.620309 -2.428498  0.102
H -3.909081 -1.610515 -4.041163  0.109
H -1.907202 -2.062747 -4.647471  0.120
H 0.037444 -3.810213 -3.086403  0.063
H -0.033432 -3.554948 -4.835831  0.074
H -1.339772 -4.427041 -4.014764  0.082
H 0.252420 -1.318664 -2.645929  0.029
H -0.890122 -0.174997 -3.401290  0.062
H 0.289413 -1.035876 -4.395816  0.086
H 1.014172 -5.350851 0.470149  0.121
H -1.232181 -5.199095 -1.013480  0.124
H 2.804932 -2.309347 4.460151  0.109
H 5.042467 -3.028877 3.720671  0.097
H 5.404323 -3.754072 1.398928  0.099
H 2.723614 -4.484011 -0.947640  0.115
H 4.478565 -2.039297 -1.263211  0.067
H 2.721230 -2.047416 -1.430522  0.065
H 3.723134 -2.941810 -2.598165  0.082
H 5.743678 -4.145990 -0.737077  0.072
H 4.828301 -5.138505 -1.872205  0.076
H 4.870078 -5.577166 -0.157353  0.080
H -0.205602 -2.422941 2.247393  0.088
H 1.022062 -0.581258 4.341335  0.079
H -0.611561 -0.497333 3.659784  0.081
H 0.796991 -0.154857 2.638782  0.060
H 0.690430 -2.985669 5.112720  0.071
H 0.160054 -4.219359 3.956761  0.084
H -0.968655 -2.962508 4.495926  0.068

Cartesian forces, eV/Å:
Ca 0.203 1.270 -0.190
C -0.192 -0.174 0.056
N 0.153 0.153 0.191
C 0.097 -0.083 -0.009
P -0.339 -0.212 -0.128
O 0.285 0.138 -0.030
N 0.052 0.217 0.041
C 0.056 0.143 0.022
C -0.116 -0.062 0.054
N -0.103 -0.159 -0.091
C 0.045 -0.158 0.093
C -0.039 0.078 0.003
H -0.016 -0.034 0.022
H -0.019 -0.029 -0.011
H -0.004 -0.002 -0.025
H 0.002 -0.021 -0.032
H 0.021 -0.040 -0.048
H -0.005 -0.019 -0.044
H -0.153 -0.054 -0.093
H -0.006 0.000 0.028
H -0.017 -0.009 -0.007
H -0.051 0.051 0.003
H -0.011 0.002 -0.003
H 0.014 0.018 -0.033
H 0.010 -0.059 0.044
H 0.039 -0.052 0.035
H -0.035 -0.020 0.035
H -0.008 -0.032 -0.039
H -0.002 0.038 0.016
H -0.016 -0.006 -0.030
C -0.017 0.006 0.008
C 0.012 -0.129 0.014
C -0.008 0.041 -0.064
C 0.043 -0.036 0.021
C 0.048 0.020 -0.065
C 0.083 0.029 -0.192
C -0.182 -0.040 -0.157
C -0.024 0.069 0.123
N 0.176 -0.202 -0.015
C -0.115 0.118 -0.009
C -0.029 0.046 0.144
C 0.092 -0.017 -0.013
C 0.065 0.077 -0.053
H -0.001 -0.008 -0.021
H 0.018 -0.009 0.014
H -0.016 0.009 0.001
H 0.012 -0.023 -0.058
H 0.005 -0.018 -0.005
H -0.032 0.035 -0.005
H 0.019 0.019 0.014
H -0.067 -0.022 0.351
H -0.005 -0.036 0.140
H -0.087 0.011 -0.011
H -0.008 -0.030 0.054
H 0.029 0.060 -0.040
H -0.047 0.012 0.015
H 0.041 -0.047 -0.124
H 0.010 0.008 0.005
H 0.006 -0.009 0.020
H -0.009 -0.024 0.069
H -0.002 -0.042 -0.009
C 0.076 -0.030 0.015
C 0.026 0.019 -0.002
C 0.083 -0.029 -0.003
C 0.037 -0.015 0.005
C -0.047 0.039 -0.062
C -0.171 -0.056 -0.210
Te 0.095 0.068 0.106
C 0.026 0.148 0.025
C -0.222 -0.003 0.049
C 0.061 0.024 0.120
H -0.002 -0.011 0.003
H 0.001 -0.002 0.003
H -0.023 0.016 -0.014
H 0.001 0.001 0.019
H 0.017 0.024 -0.031
H -0.005 -0.031 -0.027
H -0.055 0.142 0.035
H 0.010 -0.069 0.006
H 0.026 -0.024 0.043
H -0.015 0.044 0.043
H 0.005 0.007 -0.039
C -0.040 -0.067 -0.028
C -0.084 0.083 0.023
C -0.028 -0.024 -0.002
C 0.116 -0.018 -0.062
C -0.031 -0.033 -0.003
C -0.010 -0.050 -0.048
C 0.011 0.022 -0.016
C -0.012 0.027 -0.006
C 0.090 -0.092 0.083
C 0.007 -0.007 0.002
C -0.021 -0.011 0.035
C 0.177 -0.040 0.091
N -0.176 -0.156 -0.034
B -0.067 -1.154 0.274
N 0.039 -0.239 -0.127
C 0.106 0.143 0.062
C -0.272 0.248 0.100
C -0.265 0.135 0.027
C -0.031 0.037 -0.045
C 0.068 0.020 0.045
C 0.043 0.089 -0.024
C 0.033 0.025 -0.021
C 0.036 -0.078 0.054
C 0.053 -0.005 0.013
C -0.036 0.080 -0.016
C 0.027 -0.037 0.038
C 0.069 -0.014 0.113
C 0.004 -0.036 0.001
C 0.026 -0.010 0.015
H -0.013 0.006 -0.044
H 0.129 -0.104 -0.004
H 0.014 0.030 0.003
H 0.217 -0.068 -0.068
H 0.085 -0.063 -0.030
H -0.035 0.044 -0.016
H 0.016 0.042 0.065
H 0.078 0.014 -0.053
H 0.065 -0.095 0.031
H 0.000 -0.020 0.011
H -0.042 0.019 -0.066
H -0.044 0.003 -0.054
H -0.041 0.006 0.048
H 0.051 0.046 0.014
H 0.001 0.016 -0.069
H -0.017 0.020 -0.026
H -0.017 0.015 0.024
H 0.034 0.063 -0.071
H 0.043 0.059 0.013
H -0.006 -0.024 -0.075
H -0.017 -0.013 -0.014
H -0.060 0.004 0.023
H -0.086 -0.041 0.011
H 0.046 0.141 -0.072
H 0.056 -0.011 -0.013
H -0.005 0.007 0.039
H -0.051 -0.051 -0.005
H 0.024 0.029 0.030
H 0.006 0.057 -0.058
H -0.051 -0.043 -0.098
H -0.022 0.014 -0.081
H 0.043 -0.008 0.003
H 0.011 0.000 0.031
H -0.052 -0.028 -0.064
H -0.026 0.078 0.022
H 0.055 0.005 0.001